# 1
80
Properties=species:S:1:pos:R:3:forces:R:3:lowdin_spin:R:1 method="wB97M-V/def2-TZVPD" total_charge=+1 mol_weight_g_mol=689.4 homo_energy_ev="-9.741 / -9.664" energy_ha=-4550.75439 spin_multiplicity=2 s2=0.76 fmax_ha_per_bohr=0.0195
Cu -0.158 0.046 0.106 0.4 -0.9 0.0 0.605
N 1.822 0.063 -0.101 0.1 0.5 0.0 0.063
C 2.269 1.386 0.391 0.0 -0.1 -0.2 0.001
C 3.587 1.786 -0.299 0.0 0.1 0.1 0.002
C 4.244 3.132 0.032 -0.1 -0.1 0.0 0.001
C 4.648 3.339 1.490 -0.1 0.0 -0.1 0.000
N 3.432 3.536 2.277 -0.1 0.0 -0.5 0.000
C 3.271 3.276 3.547 -0.2 0.0 0.3 0.000
N 4.304 2.954 4.341 0.0 0.0 -0.1 0.000
N 2.031 3.313 4.058 0.1 0.0 0.0 0.000
C 1.094 2.382 0.192 -0.2 0.3 0.0 0.004
O 1.192 3.523 0.688 0.4 -0.4 0.1 0.009
O 0.090 1.947 -0.448 0.2 0.1 0.2 0.047
H 2.275 -0.724 0.354 -0.1 0.0 0.0 0.001
H 1.988 -0.013 -1.101 0.0 -0.1 0.0 0.001
H 2.423 1.281 1.465 0.0 0.0 0.1 0.000
H 3.407 1.768 -1.379 0.0 0.0 0.0 0.000
H 4.308 0.990 -0.088 0.0 0.0 0.0 0.001
H 3.594 3.955 -0.268 0.0 0.0 0.0 0.000
H 5.148 3.208 -0.571 0.0 0.0 0.0 0.000
H 5.288 4.220 1.563 0.0 0.0 0.1 0.000
H 5.209 2.476 1.860 0.0 0.0 0.0 0.000
H 2.567 3.685 1.702 0.0 0.0 0.1 0.000
H 5.243 3.094 4.017 0.0 0.0 0.0 0.000
H 4.172 2.851 5.332 0.0 0.0 0.0 0.000
H 1.244 3.430 3.437 0.0 0.0 0.0 0.000
H 1.850 3.084 5.017 0.0 0.0 0.0 0.000
S -2.312 -0.482 -0.064 -0.4 0.2 0.0 0.072
C -2.497 -1.346 1.378 0.2 0.0 -0.1 0.006
N -3.594 -2.027 1.620 -0.1 -0.3 0.0 -0.002
C -3.748 -2.837 2.836 -0.1 0.2 -0.1 0.000
C -2.402 -3.316 3.280 0.1 0.1 0.0 0.000
N -1.536 -2.149 3.468 0.0 -0.2 -0.1 -0.004
C -0.552 -2.256 4.551 -0.1 0.0 0.1 0.001
C -1.205 -2.056 5.900 -0.1 0.0 -0.1 0.000
C -1.802 -0.832 6.205 0.0 0.0 0.0 0.000
C -2.434 -0.647 7.425 0.0 0.0 0.0 0.000
C -2.474 -1.683 8.354 0.0 0.0 0.0 0.000
C -1.878 -2.900 8.058 0.0 0.0 0.0 0.000
C -1.249 -3.086 6.831 0.0 0.0 0.0 0.000
C -1.445 -1.266 2.493 0.0 0.3 0.1 0.001
S -0.457 0.116 2.559 -0.1 -0.1 0.2 0.015
C -4.742 -2.072 0.689 0.0 -0.1 0.1 0.004
C -4.846 -3.377 -0.066 0.2 0.0 0.1 0.000
C -5.914 -4.235 0.165 -0.1 0.0 0.0 0.000
C -6.021 -5.430 -0.537 0.0 0.0 0.0 0.000
C -5.054 -5.769 -1.473 0.0 0.0 0.0 0.000
C -3.978 -4.917 -1.700 0.0 -0.1 0.0 0.000
C -3.869 -3.728 -0.998 0.0 0.0 0.0 0.001
H -4.389 -3.681 2.592 0.0 0.0 -0.1 0.000
H -4.230 -2.237 3.613 -0.1 0.0 0.0 0.000
H -1.952 -3.972 2.528 0.1 -0.1 0.0 0.000
H -2.487 -3.838 4.230 0.0 0.0 0.1 0.000
H 0.220 -1.519 4.368 0.1 0.1 0.0 0.000
H -0.104 -3.249 4.485 0.0 0.0 -0.1 0.000
H -1.767 -0.028 5.476 0.0 0.0 0.0 0.000
H -2.898 0.304 7.655 0.0 0.0 0.0 0.000
H -2.972 -1.540 9.305 0.0 0.0 0.0 0.000
H -1.905 -3.708 8.779 0.0 0.0 0.0 0.000
H -0.779 -4.038 6.603 0.0 0.1 0.0 0.000
H -4.650 -1.238 0.005 0.0 0.1 0.0 0.003
H -5.636 -1.919 1.294 0.0 0.0 0.0 0.000
H -6.683 -3.960 0.881 0.1 0.0 0.0 0.000
H -6.860 -6.089 -0.357 0.0 0.0 0.0 0.000
H -5.140 -6.696 -2.028 0.0 0.0 0.0 0.000
H -3.221 -5.179 -2.431 0.0 0.0 0.0 0.000
H -3.031 -3.063 -1.181 0.0 -0.1 0.0 0.001
C -1.623 -7.230 1.110 0.1 0.1 0.0 -0.001
C -0.649 -6.314 0.424 -0.1 0.1 0.1 0.000
C 0.206 -6.769 -0.568 0.0 -0.1 0.0 0.010
C 1.043 -5.834 -1.146 0.0 0.2 0.0 -0.002
N 1.074 -4.557 -0.773 -0.2 -0.1 0.1 0.011
C 0.229 -4.203 0.211 0.1 -0.2 -0.4 0.015
S 0.341 -2.556 0.821 -0.1 0.0 0.3 0.120
N -0.648 -5.032 0.803 0.1 0.1 0.0 0.014
H -1.336 -8.276 0.997 0.0 0.0 0.0 0.000
H -2.616 -7.099 0.680 -0.1 0.0 -0.1 0.000
H -1.689 -6.983 2.169 0.0 0.0 0.0 0.000
H 0.222 -7.809 -0.869 0.0 0.1 0.0 0.001
H 1.729 -6.116 -1.939 0.0 0.0 0.0 0.000

---

# 2
74
Properties=species:S:1:pos:R:3:forces:R:3:lowdin_spin:R:1 method="wB97M-V/def2-TZVPD" mol_weight_g_mol=595.1 homo_energy_ev="-5.899 / -7.463" energy_ha=-1683.37731 spin_multiplicity=3 s2=2.09 fmax_ha_per_bohr=0.0509
Pd 1.573 1.825 0.401 1.2 1.8 1.5 0.001
C -2.688 -0.075 -3.569 -0.2 0.1 0.1 0.020
C -2.566 0.620 -2.202 0.2 -0.3 -0.2 0.031
C -1.382 1.591 -2.231 -0.1 -0.1 0.1 0.016
C -2.576 -0.365 -1.041 0.5 0.3 0.0 0.280
C -3.779 -0.511 -0.329 -0.3 -0.2 -0.1 0.010
C -3.882 -1.274 0.782 -0.2 -0.3 0.2 0.194
C -2.691 -1.794 1.473 0.0 0.9 0.1 0.060
C -1.519 -1.917 0.566 0.2 0.4 -0.1 0.201
C -0.424 -2.874 1.038 0.1 0.0 -0.3 0.022
C -0.480 -4.210 0.281 -0.1 0.1 0.2 0.017
C 1.011 -2.332 1.014 -0.2 0.0 0.0 0.012
C -1.477 -1.185 -0.621 -0.4 0.0 1.0 0.038
N -0.328 -1.230 -1.435 0.0 -0.1 -0.4 0.431
C -0.365 -2.131 -2.419 -0.2 -0.4 0.0 0.015
C -1.411 -3.068 -2.663 0.0 0.1 0.0 0.125
C -1.280 -4.027 -3.638 -0.3 -0.2 0.0 -0.007
C -0.139 -4.108 -4.434 0.1 0.2 0.1 0.167
C 0.896 -3.192 -4.256 0.0 -0.1 -0.2 -0.015
C 0.754 -2.247 -3.280 0.4 0.7 0.6 0.122
F 1.721 -1.344 -3.044 0.3 -0.2 -0.4 0.032
H -2.854 0.674 -4.345 0.0 0.0 -0.1 0.002
H -3.529 -0.770 -3.577 0.0 -0.1 -0.1 0.001
H -1.782 -0.624 -3.816 0.0 0.0 -0.1 0.001
H -3.467 1.230 -2.077 0.0 -0.1 0.0 0.001
H -0.430 1.062 -2.320 0.0 0.0 0.0 0.003
H -1.365 2.188 -1.322 0.1 0.1 0.1 0.000
H -1.484 2.259 -3.089 0.0 0.0 0.0 0.002
H -4.666 -0.036 -0.735 0.0 0.0 0.0 -0.004
H -4.845 -1.440 1.245 -0.1 0.1 -0.1 0.012
H -2.889 -2.734 2.002 0.0 0.0 0.0 0.016
H -0.654 -3.115 2.079 -0.1 0.1 0.0 0.002
H -0.159 -4.094 -0.751 0.0 -0.1 0.0 0.001
H -1.495 -4.611 0.282 0.0 -0.1 0.0 0.001
H 0.177 -4.936 0.763 0.0 -0.1 0.0 0.002
H 1.342 -2.136 -0.007 0.0 0.1 0.1 0.003
H 1.680 -3.078 1.449 0.0 0.0 0.0 0.002
H 1.099 -1.411 1.593 0.0 0.1 -0.1 0.000
H -2.298 -3.013 -2.048 0.0 -0.1 0.0 0.006
H -2.080 -4.740 -3.786 0.0 0.0 0.0 -0.004
H -0.054 -4.875 -5.190 0.0 0.0 0.0 0.010
H 1.789 -3.227 -4.865 0.0 0.1 0.0 -0.004
C 4.618 1.545 -0.164 0.1 -0.1 0.0 0.000
N 3.610 2.616 -0.155 -0.4 -0.3 -0.1 0.000
C 3.533 3.293 -1.461 0.0 0.1 -0.2 0.000
C 4.038 3.631 0.844 -0.1 0.2 0.4 0.000
C 3.043 3.830 1.943 0.0 -0.2 -0.2 0.000
C 3.334 4.761 2.937 0.0 0.0 0.0 0.000
C 2.456 4.975 3.980 0.0 0.0 0.0 0.000
C 1.282 4.240 4.024 0.1 0.0 -0.1 0.000
C 0.988 3.317 3.031 -0.3 -0.2 0.0 0.000
C 1.859 3.095 1.964 0.2 -0.1 -0.3 0.000
H 5.625 1.954 -0.318 -0.1 0.0 0.0 0.000
H 4.425 0.825 -0.953 -0.2 -0.1 -0.1 0.000
H 4.590 1.024 0.794 0.0 0.1 0.0 0.000
H 4.470 3.820 -1.682 0.0 0.0 0.0 0.000
H 2.715 4.014 -1.437 0.1 0.0 0.0 0.000
H 3.351 2.592 -2.267 -0.1 -0.3 0.0 0.000
H 4.210 4.589 0.346 0.0 -0.1 -0.1 0.000
H 4.994 3.335 1.284 0.0 0.0 -0.1 0.000
H 4.262 5.320 2.881 0.0 0.0 0.0 0.000
H 2.682 5.702 4.749 0.0 0.0 0.0 0.000
H 0.580 4.386 4.835 0.0 0.0 0.0 0.000
H 0.057 2.778 3.106 0.0 0.0 0.0 0.000
N -3.723 -0.512 3.476 0.1 0.1 0.5 0.015
C -2.449 -0.711 2.853 0.6 -0.1 -0.7 0.100
N -1.550 -1.310 3.807 -0.2 0.0 0.3 0.022
N -1.955 0.562 2.461 -0.3 -0.4 -0.1 0.005
C -0.955 0.907 1.806 -0.9 0.1 0.1 0.008
N -0.164 1.542 1.196 0.1 -0.8 -0.9 0.013
H -4.179 -1.382 3.715 -0.1 0.0 -0.1 0.002
H -4.319 0.074 2.909 0.0 -0.1 0.0 0.004
H -1.839 -2.227 4.117 0.1 -0.1 -0.1 0.003
H -0.589 -1.308 3.501 0.0 -0.1 -0.1 0.002

---

# 3
83
Properties=species:S:1:pos:R:3:forces:R:3:lowdin_charge:R:1 method="wB97M-V/def2-TZVPD" smiles="C[N+](=O)[O-].C[N+](=O)[O-].C[N+](=O)[O-].C[N+](=O)[O-].c1ccncc1.c1ccncc1.c1ccncc1.c1ccncc1.c1ccncc1" mol_weight_g_mol=639.7 homo_energy_ev=-9.521 energy_ha=-2221.54535 fmax_ha_per_bohr=0.0361
C -4.164 3.818 -1.971 -0.1 -0.7 -0.5 0.056
N -3.661 3.511 -0.607 0.2 1.0 0.2 -0.423
O -4.425 3.646 0.316 -0.3 -0.2 0.1 0.094
O -2.473 3.271 -0.489 0.0 -0.4 -0.2 0.026
H -3.534 3.267 -2.663 0.0 0.1 0.0 0.080
H -4.097 4.885 -2.167 0.2 0.1 0.3 0.090
H -5.198 3.495 -2.041 0.0 0.0 0.1 0.101
C -2.048 -0.415 2.635 0.3 1.1 0.3 0.051
N -2.395 0.493 3.773 -1.3 -0.6 0.4 -0.436
O -1.704 0.490 4.770 0.5 -0.1 -0.1 0.057
O -3.424 1.128 3.660 0.2 0.2 -0.2 0.064
H -2.806 -1.177 2.498 -0.1 0.0 0.3 0.101
H -1.069 -0.784 2.899 0.0 -0.3 -0.4 0.059
H -2.057 0.284 1.802 0.3 -0.4 -0.3 0.091
C 3.593 1.057 -0.594 -0.5 1.8 -0.3 0.037
N 4.769 0.167 -0.579 -1.6 -0.1 0.9 -0.445
O 5.804 0.489 -1.079 0.8 0.3 -0.6 0.102
O 4.538 -0.864 0.019 0.5 -0.8 0.0 0.050
H 2.827 0.698 -1.275 0.2 -0.4 0.0 0.084
H 3.852 2.071 -0.898 0.4 -0.2 -0.2 0.100
H 3.177 1.148 0.405 0.1 -0.5 0.1 0.084
C -0.065 -3.081 4.699 -0.1 0.3 0.4 0.059
N -0.802 -3.510 3.479 0.2 0.6 0.2 -0.430
O -0.156 -3.777 2.495 0.4 -0.2 -0.2 0.060
O -2.014 -3.496 3.520 -0.3 -0.2 0.2 0.053
H -0.630 -2.269 5.153 -0.1 0.0 -0.1 0.092
H 0.931 -2.751 4.420 0.0 -0.2 -0.1 0.087
H -0.040 -3.905 5.407 0.0 -0.2 -0.2 0.104
C -1.142 5.546 -1.801 0.2 -1.0 0.6 -0.107
C -1.849 6.603 -1.279 -0.2 0.7 -1.0 -0.060
C -2.560 7.373 -2.213 -0.1 -0.3 0.0 -0.149
N -2.584 7.133 -3.528 0.3 0.0 0.1 0.056
C -1.848 6.112 -3.984 -0.5 -0.3 -0.2 -0.159
C -1.161 5.260 -3.155 0.5 0.1 0.6 -0.085
H -0.659 4.829 -1.149 0.2 0.3 0.1 0.095
H -1.831 6.865 -0.232 -0.1 -0.1 0.1 0.109
H -3.187 8.194 -1.889 0.1 0.1 0.1 0.102
H -1.870 5.876 -5.044 -0.1 0.4 -0.1 0.105
H -0.609 4.391 -3.486 -0.1 0.1 -0.4 0.091
C -1.678 0.704 -4.187 -0.5 0.7 0.5 -0.088
C -2.090 -0.591 -4.451 0.3 0.6 0.0 -0.060
C -1.138 -1.597 -4.388 -0.8 0.4 0.4 -0.144
N 0.110 -1.369 -3.976 -0.3 -0.3 -0.3 0.065
C 0.465 -0.110 -3.716 0.6 -0.1 -0.3 -0.164
C -0.375 0.993 -3.817 0.0 -0.9 -0.7 -0.080
H -2.387 1.528 -4.193 -0.1 -0.1 -0.3 0.094
H -3.122 -0.772 -4.717 0.0 -0.2 -0.1 0.105
H -1.513 -2.583 -4.639 0.7 -0.3 0.2 0.101
H 1.525 -0.027 -3.496 0.0 0.3 0.2 0.099
H -0.035 2.017 -3.774 0.2 0.0 0.4 0.090
C -1.979 -4.281 0.133 -0.7 0.4 -0.2 -0.073
C -2.958 -4.975 -0.558 -0.5 -0.2 -0.2 -0.070
C -2.816 -5.212 -1.921 0.4 0.6 0.3 -0.153
N -1.810 -4.696 -2.630 0.2 -0.6 0.0 0.049
C -0.833 -4.076 -1.956 -0.6 0.1 0.0 -0.155
C -0.893 -3.836 -0.590 0.8 -0.4 0.0 -0.079
H -2.120 -4.004 1.170 0.2 -0.3 -0.1 0.073
H -3.881 -5.294 -0.087 0.2 -0.1 0.2 0.101
H -3.551 -5.813 -2.439 -0.1 0.1 -0.2 0.099
H -0.003 -3.718 -2.552 0.1 0.1 0.0 0.090
H -0.043 -3.400 -0.078 -0.1 0.2 -0.1 0.080
C 6.797 -2.595 3.383 0.5 -0.5 -1.0 -0.088
C 6.191 -2.533 4.605 -1.0 0.4 0.2 -0.075
C 4.783 -2.631 4.644 1.2 -0.4 0.3 -0.163
N 4.039 -2.793 3.566 0.5 0.3 -0.2 0.049
C 4.686 -2.833 2.374 -1.3 0.0 0.1 -0.158
C 6.050 -2.794 2.211 0.3 0.3 1.2 -0.061
H 7.876 -2.543 3.279 0.0 0.1 0.2 0.105
H 6.761 -2.349 5.505 0.0 -0.1 0.1 0.099
H 4.321 -2.640 5.626 -0.4 0.1 -0.1 0.098
H 3.970 -2.858 1.563 0.4 -0.2 -0.4 0.088
H 6.586 -2.882 1.280 -0.4 0.1 -0.3 0.105
C 0.355 -0.447 -0.042 -0.4 0.3 0.5 -0.069
C -0.154 0.848 -0.180 0.0 0.4 -0.8 -0.077
C 0.080 1.805 0.791 0.3 -0.6 1.1 -0.151
N 0.760 1.534 1.923 -0.3 0.1 -0.3 0.071
C 1.158 0.281 2.099 0.3 0.2 -0.3 -0.178
C 0.952 -0.738 1.163 1.2 0.1 0.3 -0.095
H 0.280 -1.248 -0.764 -0.2 0.3 -0.4 0.091
H -0.677 1.214 -1.056 -0.1 -0.4 -0.1 0.082
H -0.321 2.808 0.744 0.0 0.0 -0.3 0.090
H 1.753 0.121 2.992 -0.1 -0.3 0.1 0.111
H 1.450 -1.685 1.329 -0.3 -0.2 0.1 0.099

---

# 4
78
Properties=species:S:1:pos:R:3:forces:R:3:lowdin_spin:R:1 method="wB97M-V/def2-TZVPD" mol_weight_g_mol=700.9 homo_energy_ev="-7.814 / -7.827" energy_ha=-6322.09482 spin_multiplicity=2 s2=1.15 fmax_ha_per_bohr=0.0122
Cr -1.357 0.387 -0.453 0.1 0.0 0.2 1.061
C 4.382 -4.759 1.804 0.1 0.0 0.0 0.000
C 2.867 -4.759 1.995 0.0 0.0 -0.1 0.000
C 2.568 -4.601 3.492 0.0 0.0 0.0 0.000
C 2.318 -6.107 1.508 0.0 0.0 0.0 0.000
C 2.192 -3.622 1.227 -0.1 0.0 0.1 0.002
C 0.802 -3.526 1.217 0.1 0.0 0.0 0.000
C 0.216 -2.472 0.561 0.0 -0.1 0.1 0.001
Br -1.662 -2.292 0.598 -0.2 0.0 0.1 0.000
C 0.908 -1.466 -0.123 -0.2 0.4 -0.2 0.003
O 0.220 -0.506 -0.767 0.3 -0.4 -0.2 0.022
C 2.306 -1.540 -0.104 0.3 -0.1 0.1 0.001
C 2.889 -2.622 0.569 0.1 0.0 -0.1 0.000
C 3.284 -0.535 -0.737 -0.1 -0.1 0.1 0.000
C 2.623 0.644 -1.446 0.0 0.0 0.0 0.000
C 4.179 0.049 0.369 0.0 0.0 0.0 0.000
C 4.155 -1.270 -1.767 0.0 0.0 0.0 0.000
H 4.816 -5.587 2.368 0.0 0.0 0.0 0.000
H 4.840 -3.837 2.170 0.0 0.0 0.0 0.000
H 4.659 -4.887 0.754 0.0 0.0 0.0 0.000
H 3.044 -5.404 4.062 0.0 0.0 0.0 0.000
H 1.494 -4.639 3.690 0.0 0.0 0.0 0.000
H 2.944 -3.645 3.862 0.0 0.0 0.0 0.000
H 2.837 -6.928 2.009 0.0 0.0 0.0 0.000
H 2.461 -6.218 0.431 0.0 0.0 0.0 0.000
H 1.253 -6.213 1.719 0.0 0.0 0.0 0.000
H 0.178 -4.257 1.715 0.0 0.0 0.0 0.000
H 3.970 -2.670 0.570 0.0 0.0 0.0 0.000
H 2.019 1.246 -0.766 0.0 0.0 0.0 0.000
H 1.985 0.315 -2.264 0.0 0.0 0.0 0.000
H 3.417 1.278 -1.851 0.0 0.0 0.0 0.000
H 3.572 0.537 1.134 0.0 0.0 0.0 0.000
H 4.855 0.794 -0.059 0.0 0.0 0.0 0.000
H 4.789 -0.715 0.855 0.0 0.0 0.0 0.000
H 3.534 -1.752 -2.525 0.0 0.0 0.0 0.000
H 4.780 -2.037 -1.307 0.0 0.0 0.0 0.000
H 4.816 -0.558 -2.269 0.0 0.0 0.0 0.000
C -3.000 1.649 3.289 0.0 0.1 -0.1 0.000
N -2.708 2.690 2.316 -0.1 -0.2 0.3 -0.004
C -3.543 3.747 2.022 0.0 -0.1 0.0 -0.003
C -2.921 4.469 1.066 0.1 -0.1 0.0 -0.001
N -1.713 3.863 0.785 0.1 0.2 -0.1 -0.004
B -0.601 4.659 0.009 0.0 0.0 0.0 -0.001
N 0.280 3.844 -1.022 -0.1 0.2 0.1 -0.001
C 1.550 4.316 -1.288 -0.1 0.0 0.1 0.000
C 1.990 3.739 -2.425 -0.1 -0.1 -0.1 0.000
N 0.989 2.890 -2.842 0.0 0.0 -0.3 0.000
C 1.017 2.106 -4.068 0.0 0.0 0.2 -0.001
C -0.044 2.966 -1.975 0.0 0.0 0.1 0.002
S -1.511 2.059 -2.155 0.2 -0.1 0.0 -0.023
C -1.603 2.768 1.543 0.1 0.0 -0.1 0.001
S -0.359 1.566 1.439 -0.3 -0.1 0.0 0.001
H -3.932 1.148 3.028 0.0 0.0 0.0 0.000
H -3.086 2.085 4.282 0.0 0.0 0.0 0.000
H -2.185 0.932 3.273 0.0 0.0 0.0 0.001
H -4.497 3.873 2.502 0.0 0.0 0.0 0.000
H -3.222 5.370 0.563 0.0 0.0 0.0 0.000
H -1.191 5.525 -0.602 0.1 -0.1 0.0 0.000
H 0.190 5.111 0.810 -0.1 0.0 -0.1 0.000
H 2.023 5.028 -0.637 0.0 0.0 0.0 0.000
H 2.915 3.841 -2.963 0.0 0.0 0.0 0.000
H 2.054 1.873 -4.301 0.0 0.0 0.0 0.000
H 0.569 2.664 -4.889 0.0 0.0 0.0 0.000
H 0.459 1.187 -3.919 0.0 0.0 0.0 0.000
Cl -8.673 0.752 -2.793 0.0 0.0 0.0 -0.003
C -7.110 0.643 -2.032 0.0 0.0 0.0 -0.009
C -6.877 -0.337 -1.085 0.0 -0.1 0.1 0.002
C -5.636 -0.400 -0.468 -0.1 -0.1 0.0 -0.008
C -4.615 0.495 -0.785 0.3 -0.3 0.1 0.002
C -3.316 0.411 -0.069 0.2 0.6 -0.2 -0.036
C -4.877 1.462 -1.757 0.0 0.1 0.0 -0.008
C -6.115 1.543 -2.375 0.1 0.0 0.0 0.002
H -7.660 -1.039 -0.831 0.0 0.0 0.0 0.000
H -5.457 -1.166 0.278 0.0 0.0 0.0 0.000
H -3.396 -0.076 0.905 -0.1 0.1 0.0 0.004
H -2.922 1.447 0.077 -0.5 0.1 0.2 0.000
H -4.105 2.170 -2.028 0.0 0.0 0.0 -0.001
H -6.311 2.302 -3.121 0.0 0.0 0.0 0.000